Record 1
Here is a cluster of 4 separate species, C4H14O3 in total from the OMol25 dataset. Energies are from ωB97M-V/def2-TZVPD.

Spin multiplicity = 2
Highest occupied orbital energy (alpha / beta) = 0.84 / -6.45 eV
Charge = -1
Calculated total energy = -386.4426 a.u.

The geometry in XYZ format:
```
21
Properties=species:S:1:pos:R:3:mulliken_charge:R:1
H 5.48411 0.65074 -0.82116 0.39
H -0.05928 -3.11353 0.06281 0.33
O 2.84308 2.24095 -0.12765 -1.37
H -0.77766 0.70218 0.84778 0.25
H -3.87901 -0.21718 2.19695 0.35
C -3.45462 -1.18194 -0.35380 -1.88
H -2.91026 -1.90011 -0.99749 0.38
H -3.99126 -0.59053 -1.11804 0.45
O 5.39471 1.50557 -1.27147 -0.95
C -3.50444 0.53247 1.48489 -1.56
H 2.39502 3.08439 -0.31052 0.66
H -2.83776 1.19269 2.06788 0.41
H -4.31201 1.02976 0.93481 0.34
C -2.59694 -0.23404 0.48163 1.13
H 2.13629 1.59667 -0.31949 0.35
H -0.70987 -0.63554 -0.43900 0.64
H 4.56068 1.72960 -0.79975 0.49
H 1.52289 -3.33639 0.20314 0.47
O 0.81233 -2.87417 -0.25456 -0.85
C -1.31551 -0.03076 0.26885 -1.45
H -3.90973 -1.86647 0.37513 0.39
```

Record 2
Here is a structure of composition C21H49Cd2N3O9 from the OMol25 dataset. Energies are from ωB97M-V/def2-TZVPD.

Highest occupied orbital energy = -6.91 eV
Charge = 0
Calculated total energy = -2006.2101 a.u.

The geometry in XYZ format:
```
84
Properties=species:S:1:pos:R:3:mulliken_charge:R:1
H -2.21136 2.48045 -0.36409 0.35
H -4.65894 -2.84865 -2.10528 0.45
N 0.30370 3.46042 -2.17494 -0.45
O 4.13939 -0.69972 0.62008 -0.58
H -2.97663 -5.27495 -2.09771 0.38
O 2.58800 1.29043 6.05570 -0.36
H -2.24278 0.51164 1.12897 0.37
H -1.31844 -1.59186 2.71091 0.53
O 3.90858 -0.17481 -3.32973 -0.64
H 2.97533 0.36855 -5.66709 0.30
H -4.19797 -1.30558 -1.18259 0.29
H -0.53058 2.20493 -0.10680 -0.04
C 1.21585 -1.03143 4.43317 -1.61
H -0.06280 -0.79780 1.81676 -0.27
H -0.49154 -1.42830 -3.02900 0.38
H -2.63649 -3.93860 1.76194 0.35
H 2.49609 -3.08782 -0.43097 0.23
O 2.36089 1.20444 -2.59121 -0.34
C -1.03213 2.95456 -2.02248 0.65
H 4.79201 2.67489 0.12078 0.27
H 0.13929 -1.13828 4.30018 0.34
H -5.02650 -2.40301 -0.36088 0.36
H 3.25711 -3.60388 1.00461 0.44
C -2.09766 3.75714 -2.78446 -0.88
H -4.05482 -4.97677 -0.73786 0.44
C -4.30834 -2.38997 -1.18074 -1.61
H 1.86122 0.20518 -0.04866 0.30
O -3.11647 -3.27063 1.26692 -0.50
Cd 2.31858 2.56472 -0.94340 0.66
H -3.49967 2.99986 -5.65817 0.23
N -2.26943 -2.87781 0.23483 0.32
C 4.12876 -1.88243 0.21277 0.30
H -2.94399 4.70445 -5.38126 0.28
C -1.57374 -1.60713 0.45036 2.23
C 2.82242 0.41247 -3.43212 0.47
H 1.57178 1.34148 -4.89585 0.19
H 1.51673 -1.13812 5.47538 0.43
C 2.96914 -2.69838 0.47051 -0.50
H -4.20446 3.93798 -4.32757 0.32
H -3.00852 3.50772 -2.24018 0.40
H 2.20991 3.16639 7.15769 0.30
H 3.60754 0.65298 4.14112 0.40
H -2.32806 -5.31137 -0.52636 0.37
H 1.45928 -0.32544 -4.89679 0.24
O 4.86944 -2.31550 -0.63324 -0.70
H 0.37474 4.43921 -1.93611 0.34
H 1.86633 2.37237 4.40565 0.41
N 3.11427 0.17249 3.40226 -0.40
H -2.59840 -2.80187 -3.16305 0.48
C -0.73756 -1.65345 1.79064 -1.79
H 1.11566 0.45593 2.93353 -0.43
H 0.69355 1.51322 5.49919 0.45
C 3.00659 2.55609 6.73232 -0.75
H 3.71283 2.27228 7.51255 0.27
C -3.30617 3.78308 -4.92522 -0.74
Cd 3.36887 1.30102 1.54906 1.14
H -0.20431 -2.59073 1.94955 0.62
H 2.16722 -2.10278 0.90671 -0.15
O -2.12246 3.39527 -4.18877 -0.29
H -3.39447 -0.92075 1.30884 0.48
H -1.11304 1.91831 -2.35070 0.15
H 1.67796 -1.90437 3.97219 0.43
C 1.70496 0.30151 3.83740 1.31
H 0.48132 3.30194 -3.15649 0.24
C -3.05879 -4.77565 -1.13228 -1.85
H 3.36063 -0.79571 3.55061 0.19
C -1.19450 -1.50257 -2.19928 -0.78
H -3.17361 -0.05560 -0.13492 0.24
H -0.07573 -0.49140 -0.72286 -0.66
H 3.55639 3.17371 6.02213 0.32
C 1.65645 1.47631 4.98971 -0.85
H -1.10019 3.92111 -0.04441 0.40
C -1.99630 -2.81922 -2.25460 -1.50
H -1.33850 -3.67847 -2.38526 0.46
C -2.61679 -0.42893 0.72453 -1.94
C 2.21413 0.46087 -4.89240 -0.89
H -2.00871 4.82195 -2.56914 0.34
O 1.81801 1.10233 0.33575 0.14
C -0.66711 -1.40664 -0.74948 -0.31
H 0.08673 -2.19030 -0.67393 0.25
H -1.93908 -0.72908 -2.38744 0.18
O 4.12078 2.06033 -0.23463 -0.77
C -1.23246 2.94004 -0.50059 -1.26
C -2.93900 -3.17424 -1.03434 1.41
```

Record 3
Here is a structure of composition CHN2O2P from the OMol25 dataset. Energies are from ωB97M-V/def2-TZVPD.

Highest occupied orbital energy (alpha / beta) = -10.48 / -10.48 eV
Charge = 0
Calculated total energy = -639.8851 a.u.

The geometry in XYZ format:
```
7
Properties=species:S:1:pos:R:3:mulliken_charge:R:1
N -1.31410 0.06289 0.14689 0.63
N 1.99101 -1.17553 -1.01787 -0.32
O -1.35835 -1.06863 -0.27418 -0.41
C 1.39358 -0.60720 -0.22290 0.25
O -2.06448 0.98385 0.04428 -0.45
P 0.67169 0.42948 1.19256 0.19
H 0.68065 1.37514 0.13121 0.12
```

Record 4
Here is the molecule C12H20N4O3 from the OMol25 dataset. Energies are from ωB97M-V/def2-TZVPD.

Highest occupied orbital energy = -8.01 eV
Charge = 0
Calculated total energy = -913.9138 a.u.

The geometry in XYZ format:
```
39
Properties=species:S:1:pos:R:3:mulliken_charge:R:1
O 3.33049 0.52443 -0.65232 -0.60
N -3.79034 1.44726 -0.55975 -0.65
C -0.31062 1.34865 -0.34622 0.86
H 2.99240 -2.21251 1.44735 0.66
H -2.50378 0.56002 -3.47639 0.32
H -4.94848 -0.31680 -2.93321 0.25
H 0.69433 -1.29242 4.43026 0.36
N -4.49659 0.37817 -2.35564 -0.08
C 1.59018 -1.49045 3.93724 -1.11
C -0.33534 -1.98961 2.21353 -1.16
O -0.47521 -0.26595 -1.96763 -0.68
H 1.81624 -2.65268 0.42711 0.39
H 1.45835 0.10519 1.43017 1.07
H -0.53534 -0.87904 2.03916 0.28
C 1.86660 -0.66137 0.84630 -0.31
H -1.00993 -2.39180 3.11146 0.34
H 1.34968 -3.35233 2.78046 0.36
H 1.98445 -0.55054 3.43019 0.28
N 1.00660 -0.74372 -0.31429 0.06
C 3.27181 -0.19381 0.32096 0.23
C 1.20036 -2.22838 2.61512 0.34
H -5.53904 0.21878 -0.48490 0.31
H 0.56151 3.08003 0.28725 0.26
H -0.81277 2.26705 -2.24054 0.34
N 0.73370 2.13921 0.18573 -0.55
H 1.10302 -1.53680 -0.86381 0.18
C -4.77071 0.78669 -1.10015 -0.18
H -1.60668 3.11210 -0.98058 0.43
H -1.02136 1.18296 0.60554 0.11
C -3.22968 0.79879 -2.65321 -0.46
H 2.32290 -2.02753 4.57064 0.29
O 4.47480 -0.62573 0.86523 -0.46
H 5.14967 -0.32787 0.30554 0.36
H 1.57408 2.07459 -0.29763 0.10
C 0.14798 0.11312 -0.95896 -0.14
H -0.81252 -2.46236 1.27004 0.31
C -2.63409 1.42441 -1.49836 0.43
C -1.30112 2.09895 -1.30098 -1.06
C 1.99948 -2.04139 1.33926 -1.46
```

Relative energy (zero: lowest compared OMol25 entry of this formula, charge and spin), respectively: 18.8; 0.0; 21.6; 102.2 kcal/mol.
Largest force on an atom, respectively: 0.0426; 0.1014; 0.0798; 0.1162 Eh/bohr.